Entry 1:
ORCA calculation (ωB97M-V/def2-TZVPD) on C13H34GaN8O6S as an isolated structure.

Output
**Orbital gap**: 6.14 eV
**Total charge**: -1

Cartesian coordinates (Å):
C: -3.901 0.079 1.396
C: -3.165 -0.898 1.287
C: -2.542 -2.333 1.159
Ga: -0.983 -2.624 2.485
C: 0.724 -2.900 1.380
C: 1.849 -1.781 1.556
C: -1.361 -4.459 3.432
O: -0.057 -5.030 3.784
O: 0.054 -5.107 5.161
C: -0.842 -1.229 3.993
S: -0.656 0.526 3.428
C: 0.288 1.530 4.655
C: -0.002 1.151 6.183
H: -4.693 0.860 1.277
H: -3.317 -3.144 1.331
H: -2.221 -2.429 0.072
H: 1.190 -3.889 1.693
H: 0.403 -3.015 0.295
H: 2.752 -2.270 2.059
H: 2.210 -1.510 0.508
H: 1.531 -0.865 2.129
H: -2.049 -4.335 4.320
H: -1.800 -5.124 2.629
H: -0.704 -5.660 5.468
H: -1.778 -1.252 4.648
H: 0.030 -1.481 4.683
H: 1.418 1.478 4.507
H: 0.018 2.630 4.553
H: -0.756 0.318 6.307
H: -0.402 2.041 6.776
H: 0.953 0.852 6.728
C: 0.330 -0.190 -1.792
O: 0.195 -1.348 -2.163
N: 1.064 0.722 -2.489
N: -0.237 0.288 -0.658
H: 1.187 1.679 -2.205
H: 1.500 0.406 -3.338
H: -0.789 -0.354 -0.111
H: -0.136 1.235 -0.339
C: 5.268 0.743 1.029
O: 5.319 1.959 0.924
N: 4.446 -0.026 0.273
N: 6.036 0.052 1.918
H: 4.390 -1.025 0.346
H: 3.861 0.447 -0.395
H: 6.659 0.587 2.497
H: 6.010 -0.945 2.021
C: 0.819 3.586 -4.515
O: 1.000 3.743 -3.316
N: 1.837 3.606 -5.419
N: -0.411 3.380 -5.045
H: 1.709 3.480 -6.406
H: 2.764 3.757 -5.062
H: -1.186 3.358 -4.407
H: -0.586 3.249 -6.025
C: -3.746 2.505 -6.883
O: -2.785 3.259 -6.847
N: -4.233 1.884 -5.779
N: -4.412 2.224 -8.036
H: -5.020 1.263 -5.788
H: -3.766 2.067 -4.906
H: -4.080 2.666 -8.876
H: -5.202 1.609 -8.088

Entry 2:
ORCA calculation (ωB97M-V/def2-TZVPD) on C23H21FN3V as an isolated structure.

Output
**Orbital gap (alpha / beta)**: 4.40 / 5.51 eV
**Total charge**: -2
**Relative energy (zero: lowest compared OMol25 entry of this formula, charge and spin)**: 142.1 kJ/mol
**Multiplicity**: 3

Cartesian coordinates (Å):
V: 1.061 1.525 -1.232
C: 2.558 2.179 -0.667
C: 3.866 2.562 -0.279
C: 4.089 3.621 0.727
C: 5.360 3.991 1.213
C: 6.464 3.447 0.631
C: 6.406 2.437 -0.431
C: 5.085 2.066 -0.823
H: 3.214 4.224 1.070
H: 5.424 4.613 2.120
H: 7.479 3.831 0.959
H: 7.363 2.032 -0.776
H: 5.034 1.176 -1.496
F: 0.488 1.977 -2.972
C: 1.213 -3.208 1.462
C: 1.532 -3.129 -0.106
C: 2.918 -3.646 -0.246
C: 0.601 -4.055 -0.860
C: 1.440 -1.738 -0.604
C: 1.403 -0.538 -0.916
H: 1.404 -4.254 1.744
H: 0.205 -2.949 1.596
H: 1.854 -2.434 1.934
H: 3.006 -4.654 0.162
H: 3.607 -2.920 0.167
H: 3.122 -3.682 -1.326
H: 0.671 -5.073 -0.472
H: 0.751 -4.006 -1.902
H: -0.446 -3.653 -0.590
N: -9.128 -0.801 -1.313
C: -8.125 -0.310 -1.074
C: -6.818 0.075 -0.559
C: -6.173 -0.688 0.367
C: -4.892 -0.387 0.802
C: -4.269 0.740 0.260
C: -4.937 1.523 -0.725
C: -6.257 1.379 -0.983
N: -2.876 0.764 0.393
C: -2.200 0.306 1.501
C: -0.872 0.616 1.221
N: -0.743 1.296 0.034
C: -1.991 1.340 -0.435
H: -6.903 -1.471 0.707
H: -4.706 -0.832 1.775
H: -4.526 2.441 -1.175
H: -6.852 2.155 -1.476
H: -2.771 -0.050 2.304
H: 0.063 0.549 1.725
H: -2.196 1.612 -1.437

Entry 3:
ORCA calculation (ωB97M-V/def2-TZVPD) on one molecule with the formula CCl4OS.

Output
**Orbital gap (alpha / beta)**: 8.13 / 6.95 eV
**Relative energy (zero: lowest compared OMol25 entry of this formula, charge and spin)**: 334.3 kJ/mol

Cartesian coordinates (Å):
C: 0.672 -0.330 -0.366
O: -1.334 0.951 -1.325
S: -0.804 0.668 -0.022
Cl: 1.393 -0.732 1.085
Cl: 0.559 -1.553 -1.556
Cl: -0.349 -1.709 2.488
Cl: 0.183 2.406 0.582

Entry 4:
ORCA calculation (ωB97M-V/def2-TZVPD) on an isolated ion of composition C3H6O3 and charge +1.

Output
**Orbital gap (alpha / beta)**: 11.47 / 4.98 eV
**Total charge**: +1
**Relative energy (zero: lowest compared OMol25 entry of this formula, charge and spin)**: 43.5 kJ/mol
**Multiplicity**: 2

Cartesian coordinates (Å):
O: 0.463 -0.656 -1.941
C: -0.191 0.166 -1.376
O: -0.522 1.387 -1.790
C: -0.589 -0.059 0.091
C: 0.632 -0.144 0.932
O: 0.519 -0.852 2.132
H: -0.018 1.524 -2.614
H: -1.160 -0.993 0.214
H: -1.362 0.696 0.343
H: 0.989 0.847 1.236
H: 1.597 -0.601 0.584
H: -0.358 -1.316 2.188

Entry 5:
ORCA calculation (ωB97M-V/def2-TZVPD) on a 3-piece molecular cluster, C5H15NOS overall.

Output
**Orbital gap (alpha / beta)**: 5.69 / 6.13 eV
**Total charge**: -1
**Relative energy (zero: lowest compared OMol25 entry of this formula, charge and spin)**: 167.8 kJ/mol
**Multiplicity**: 2

Cartesian coordinates (Å):
C: -1.419 0.436 0.762
N: -0.336 -0.291 0.224
C: 0.951 0.328 0.076
C: 1.739 -0.663 -0.819
S: 3.582 -0.598 -0.791
C: 0.984 1.672 -0.691
C: -2.744 -0.182 0.375
H: -1.478 1.580 0.294
H: -1.329 0.600 1.854
H: -1.994 2.551 0.214
H: 1.454 0.479 1.060
H: 1.375 -0.536 -1.836
H: 1.517 -1.686 -0.518
H: 3.768 -1.053 -2.049
H: 0.526 1.564 -1.682
H: 2.029 1.899 -0.910
H: 0.401 2.411 -0.156
H: -2.891 -1.192 0.753
H: -2.826 -0.077 -0.702
H: -3.607 0.350 0.809
H: -0.002 -1.753 1.107
H: -0.116 -3.274 1.119
O: 0.417 -2.566 1.506

Entry 6:
ORCA calculation (ωB97M-V/def2-TZVPD) on one molecule with the formula C4H6N2O.

Output
**Orbital gap**: 9.26 eV
**SMILES string**: [H]/N=C(\C)C=C=NO
**Relative energy (zero: lowest compared OMol25 entry of this formula, charge and spin)**: 453.6 kJ/mol

Cartesian coordinates (Å):
C: -2.049 0.063 -0.202
C: -0.689 0.129 0.428
C: 0.388 -0.481 -0.358
C: 1.601 -0.501 0.138
O: 3.446 -0.056 -0.764
N: 2.793 -0.517 0.441
N: -0.405 0.549 1.598
H: -2.811 0.432 0.486
H: -2.288 -0.973 -0.470
H: -2.068 0.654 -1.123
H: 0.201 -1.023 -1.281
H: 3.126 0.834 -0.958
H: -1.245 0.892 2.063

Looking at electronic energy for the records above, in order, we have -101448.3195; -57062.2003; -64005.5360; -9340.0675; -19798.1828; -9268.8008 eV.
Looking at molecular weight for the records above, in order, we have 500.3; 409.4; 201.9; 90.1; 137.2; 98.1 g mol⁻¹.